A 2-piece molecular cluster, C2H3ClF2 overall at a distorted geometry. Source: the Open Molecules 2025 dataset; level of theory: ωB97M-V/def2-TZVPD.

**2S+1**: 3
**ΔE to the lowest compared entry with this formula, charge and spin**: 0.794 eV
**E**: -737.74173 hartree
**Gap between HOMO and LUMO (alpha / beta)**: 7.92 / 10.32 eV

```
8
Properties=species:S:1:pos:R:3:nbo_charge:R:1
C 0.828 -0.175 -0.798 -0.39
C -1.199 -1.007 0.243 0.54
F -1.865 0.206 0.360 -0.36
F -1.881 -1.803 -0.501 -0.31
Cl 1.950 -0.770 0.309 0.03
H 0.670 -0.699 -1.636 0.16
H 0.488 0.902 -0.815 0.20
H -0.709 -1.446 1.180 0.13
```